Entry 1:
H10O5 | the ωB97M-V functional and the def2-TZVPD basis

The SMILES is O.O.O.O.O. Its net charge is 0. For the relative energy (zero: lowest compared OMol25 entry of this formula, charge and spin), the calculation gives 61.9 kcal per mole.

The geometry in XYZ format:
```
15
H10O5, DFT the ωB97M-V functional and the def2-TZVPD basis
H -0.397 0.081 0.483
H 0.829 0.961 -0.037
H -2.208 -1.496 -0.839
H -2.528 -2.208 0.353
H -0.236 4.990 -0.118
H -0.974 4.990 -1.358
H 0.933 -0.478 1.655
H 0.443 -1.336 2.682
H 2.817 -2.732 -0.904
H 1.390 -2.580 -1.442
O 0.543 0.070 0.055
O -2.778 -1.442 -0.035
O -0.334 4.496 -0.971
O 0.240 -1.144 1.827
O 2.261 -2.172 -1.352
```

=====

Entry 2:
H10O5 | the ωB97M-V functional and the def2-TZVPD basis

The SMILES is O.O.O.O.O. Its net charge is 0. For the relative energy (zero: lowest compared OMol25 entry of this formula, charge and spin), the calculation gives 27.1 kcal per mole.

The geometry in XYZ format:
```
15
H10O5, DFT the ωB97M-V functional and the def2-TZVPD basis
O -37.618 -4.213 5.456
H -37.960 -3.778 4.683
H -38.394 -4.539 5.981
O -40.304 -1.881 3.226
H -40.506 -1.818 2.306
H -39.379 -2.096 3.301
O -40.082 -5.802 3.109
H -39.676 -6.579 3.537
H -40.714 -6.090 2.416
O -39.671 -3.753 7.314
H -40.241 -4.133 6.638
H -39.421 -2.982 6.851
O -40.636 -4.045 4.869
H -40.457 -4.807 4.328
H -40.787 -3.329 4.268
```

=====

Number 1: Kohn-Sham gap 0.4241 hartree. Number 2: Kohn-Sham gap 0.3876 hartree.